Record 1
A cluster of 2 separate species, C8H17NO in total at a distorted geometry, computed with the ωB97M-V functional and the def2-TZVPD basis.

CARTESIAN COORDINATES (ANGSTROEM)
C 2.46 0.08 0.32
C 3.14 -1.28 0.03
C 4.50 -0.98 -0.38
C 4.39 0.58 -0.72
C 3.71 1.03 0.64
C -3.75 1.85 -0.18
C -3.96 0.45 -0.02
C -5.45 -1.53 0.09
H 1.86 0.55 -0.41
H 1.60 -0.18 1.09
H 2.43 -1.95 -0.52
H 3.32 -1.59 1.12
H 4.80 -1.61 -1.21
H 5.26 -1.02 0.55
H 3.53 0.95 -1.42
H 5.40 1.19 -0.84
H 3.50 2.08 0.75
H 4.37 0.68 1.49
H -4.70 2.45 0.26
H -3.31 1.95 -1.25
H -2.74 1.98 0.58
H -5.95 0.36 -0.32
H -4.35 -2.02 0.07
H -5.94 -1.58 1.16
H -6.08 -2.06 -0.75
N -5.06 -0.18 -0.44
O -2.98 -0.21 0.32

Values from the calculation:
Gap between HOMO and LUMO, Ha: 0.37783
Spin multiplicity: 1
Structure (SMILES): CNC(C)=O.C1CCCC1
Strongest force on any atom, eV/Å: 5.3
Total energy, Ha: -444.871706
Relative energy (zero: lowest compared OMol25 entry of this formula, charge and spin), kJ/mol: 462.6
E_HOMO, eV: -9.53

=====

Record 2
A structure of composition C8H17NO at a distorted geometry, computed with the ωB97M-V functional and the def2-TZVPD basis.

CARTESIAN COORDINATES (ANGSTROEM)
C 0.29 1.22 -0.48
C -2.03 0.42 0.19
C 1.09 -0.70 -1.95
C 1.89 -2.23 0.37
C 1.14 -0.41 1.95
C -2.46 1.51 1.14
N -1.17 1.30 -0.73
C 0.92 -0.15 -0.56
C 1.29 -0.85 0.52
O -1.38 1.02 -2.14
H -2.09 1.63 -2.40
H 0.41 1.68 0.50
H 0.75 1.88 -1.22
H -2.84 0.05 -0.44
H -1.43 -0.39 0.62
H 0.81 0.03 -2.71
H 2.13 -0.99 -2.13
H 0.47 -1.58 -2.10
H 2.12 -0.35 2.43
H 1.22 -2.90 -0.17
H 2.11 -2.67 1.34
H 2.83 -2.19 -0.19
H 0.57 -1.16 2.50
H 0.63 0.54 2.07
H -1.89 2.30 0.15
H -3.52 1.44 1.39
H -1.87 1.56 2.05

Values from the calculation:
Gap between HOMO and LUMO, Ha: 0.33376
Spin multiplicity: 1
Strongest force on any atom, eV/Å: 3.8
Total energy, Ha: -444.856712
Relative energy (zero: lowest compared OMol25 entry of this formula, charge and spin), kJ/mol: 501.9
E_HOMO, eV: -8.21

=====

Record 3
A cluster of 2 separate species, C8H17NO4S in total at a distorted geometry, computed with the ωB97M-V functional and the def2-TZVPD basis.

CARTESIAN COORDINATES (ANGSTROEM)
C -0.98 0.93 2.76
C 0.02 -0.20 3.10
C -0.71 1.41 1.33
C 0.32 -0.84 1.70
C -0.02 0.18 0.74
C -1.19 -1.24 -2.70
C 0.32 -0.92 -2.73
C 0.81 -0.80 -1.31
N -0.02 0.15 -0.57
O 3.26 3.09 -0.67
O 1.58 3.60 1.01
O 0.94 2.49 -1.01
O 2.11 1.14 0.53
S 1.94 2.55 0.09
H -2.06 0.55 2.56
H -1.04 1.84 3.51
H 0.88 0.25 3.38
H -0.35 -0.87 3.91
H -1.41 1.73 0.66
H -0.14 2.25 1.40
H 1.46 -1.12 1.53
H -0.36 -1.59 1.44
H -1.73 -0.45 -2.35
H -1.59 -1.35 -3.73
H -1.51 -2.08 -2.04
H 0.57 0.07 -3.27
H 0.99 -1.76 -3.18
H 0.55 -1.77 -0.77
H 1.78 -0.48 -1.35
H 0.18 1.31 -0.99
H 2.84 3.55 -1.37

Values from the calculation:
Gap between HOMO and LUMO, Ha: 0.39377
Spin multiplicity: 1
Strongest force on any atom, eV/Å: 4.5
Total energy, Ha: -1068.841706
Relative energy (zero: lowest compared OMol25 entry of this formula, charge and spin), kJ/mol: 94.2
E_HOMO, eV: -10.12

=====

Record 4
The molecule C8H18BN3O3 at a distorted geometry, computed with the ωB97M-V functional and the def2-TZVPD basis.

CARTESIAN COORDINATES (ANGSTROEM)
O -0.60 1.11 1.53
O -2.59 2.38 0.00
O -4.42 1.19 -1.07
B -3.22 1.19 -0.43
C -0.11 0.59 0.56
N 4.24 -0.79 0.39
N 1.80 1.98 0.66
N -0.87 -0.04 -0.41
C -0.41 -0.99 -1.42
C 3.53 -0.20 1.52
C -1.60 -2.01 -1.59
C 2.02 -0.33 1.43
C -2.82 -1.32 -0.98
C 1.40 0.63 0.41
C -2.34 -0.15 -0.17
H -1.82 2.17 0.56
H -4.63 2.14 -1.10
H 5.21 -0.50 0.39
H 3.91 -0.40 -0.48
H 1.53 2.58 -0.12
H 1.27 2.27 1.46
H 0.49 -1.48 -1.02
H -0.14 -0.45 -2.33
H 3.77 0.87 1.64
H 3.85 -0.67 2.45
H -1.74 -2.32 -2.65
H -1.32 -2.90 -1.00
H 1.75 -1.39 1.14
H 1.58 -0.15 2.39
H -3.35 -2.03 -0.31
H -3.54 -0.99 -1.77
H 1.67 0.35 -0.62
H -2.47 -0.35 0.90

Values from the calculation:
Gap between HOMO and LUMO, Ha: 0.35591
Spin multiplicity: 1
Structure (SMILES): NCC[C@H](N)C(=O)N1CCC[C@@H]1B(O)O
Strongest force on any atom, eV/Å: 3.1
Total energy, Ha: -730.591223
Relative energy (zero: lowest compared OMol25 entry of this formula, charge and spin), kJ/mol: 0.0
E_HOMO, eV: -9.16

=====

Record 5
A cluster of 3 separate species, C8H18BNO11PS2 in total at a distorted geometry, computed with the ωB97M-V functional and the def2-TZVPD basis.

CARTESIAN COORDINATES (ANGSTROEM)
C -3.93 -4.45 1.19
C -2.91 -3.61 0.95
C -2.84 -2.80 -0.34
B -1.60 -1.72 -0.31
O -2.10 -0.30 -0.02
N -2.53 -0.07 1.24
O -1.68 -0.07 2.06
P -0.73 -1.60 -2.06
C -0.26 -3.36 -2.43
O 0.75 -0.83 -1.73
H -4.27 -4.71 2.18
H -4.44 -4.88 0.34
H -2.09 -3.53 1.65
H -3.81 -2.32 -0.44
H -2.71 -3.52 -1.16
H -0.74 -2.09 0.48
H -0.44 -3.99 -1.57
H -0.88 -3.70 -3.26
H 0.78 -3.44 -2.75
H 1.02 -1.11 -0.85
C -0.96 3.27 3.18
C -0.47 2.42 4.32
O -0.07 3.38 5.32
S -1.02 4.66 5.24
O -2.05 4.56 6.22
O -0.20 5.82 5.17
O -1.66 4.36 3.81
H -0.13 3.68 2.60
H -1.64 2.73 2.52
H 0.37 1.79 4.05
H -1.27 1.80 4.73
C 3.46 1.97 -3.01
C 3.16 0.56 -3.46
O 4.00 0.38 -4.62
S 5.35 1.20 -4.44
O 6.38 0.34 -3.96
O 5.55 2.00 -5.59
O 4.88 2.12 -3.22
H 2.94 2.71 -3.62
H 3.22 2.13 -1.96
H 2.12 0.41 -3.72
H 3.45 -0.17 -2.71

Values from the calculation:
Gap between HOMO and LUMO, Ha: 0.25159
Spin multiplicity: 1
Strongest force on any atom, eV/Å: 1.3
Net charge: -1
Total energy, Ha: -2360.544762
E_HOMO, eV: -4.46

=====

Record 6
A cluster of 2 separate species, C8H18BrN in total at a distorted geometry, computed with the ωB97M-V functional and the def2-TZVPD basis.

CARTESIAN COORDINATES (ANGSTROEM)
C -1.58 2.46 0.23
C -2.00 1.03 0.54
C -0.92 0.18 1.17
N -0.17 -0.78 0.29
C -1.09 -1.91 -0.07
C 0.27 -0.11 -1.00
C 1.72 0.25 -0.79
C 2.23 -0.94 0.04
C 1.09 -1.28 0.98
H -0.61 2.55 -0.25
H -1.45 3.02 1.16
H -2.32 2.97 -0.38
H -2.43 0.50 -0.32
H -2.92 1.06 1.14
H -1.15 -0.37 2.09
H -0.16 0.83 1.63
H -0.49 -2.70 -0.52
H -1.81 -1.53 -0.78
H -1.60 -2.23 0.83
H 0.19 -0.85 -1.80
H -0.40 0.69 -1.28
H 2.21 0.32 -1.76
H 1.85 1.20 -0.26
H 2.55 -1.72 -0.65
H 3.13 -0.62 0.55
H 0.90 -2.30 1.29
H 1.22 -0.65 1.86
Br 3.74 0.91 -3.94

Values from the calculation:
Gap between HOMO and LUMO, Ha: 0.21077
Spin multiplicity: 1
Strongest force on any atom, eV/Å: 2.0
Total energy, Ha: -2944.320932
Relative energy (zero: lowest compared OMol25 entry of this formula, charge and spin), kJ/mol: 95.7
E_HOMO, eV: -6.11

=====

Record 7
A cluster of 2 separate species, C8H18BrP in total at a distorted geometry, computed with the ωB97M-V functional and the def2-TZVPD basis.

CARTESIAN COORDINATES (ANGSTROEM)
C -0.18 -1.42 2.54
C 1.54 -2.13 -1.24
C -0.63 2.95 -0.82
C 0.14 -0.16 1.67
C 1.62 -1.02 -0.22
C 0.33 1.68 -0.84
C 0.18 -0.57 0.13
C -0.31 0.45 -0.79
P -1.44 -0.24 -1.94
Br -3.42 0.80 0.98
H 0.48 -2.22 2.73
H -0.61 -1.08 3.46
H -1.00 -1.93 1.96
H 0.54 -2.65 -1.14
H 2.43 -2.81 -0.92
H 1.68 -1.92 -2.25
H -1.23 2.93 0.11
H -0.02 3.86 -0.76
H -1.34 3.07 -1.70
H 1.12 0.29 2.03
H -0.75 0.41 1.70
H 2.14 -1.25 0.66
H 2.20 -0.19 -0.67
H 0.92 1.84 -1.81
H 1.00 1.80 0.10
H -0.46 -1.47 0.01
H -3.01 0.08 -0.29
H -1.93 0.91 -2.68

Values from the calculation:
Gap between HOMO and LUMO, Ha: 0.30001
Spin multiplicity: 1
Structure (SMILES): [H]/P=C(\CC)C(CC)CC.Br
Strongest force on any atom, eV/Å: 5.7
Total energy, Ha: -3230.875934
Relative energy (zero: lowest compared OMol25 entry of this formula, charge and spin), kJ/mol: 84.1
E_HOMO, eV: -8.58

=====

Record 8
A structure of composition C8H18Cl2N2O3PPd at a distorted geometry, computed with the ωB97M-V functional and the def2-TZVPD basis.

CARTESIAN COORDINATES (ANGSTROEM)
C -2.57 1.96 2.02
C -1.78 1.34 0.94
H -2.77 3.15 1.50
H -1.64 1.83 2.89
H -3.45 1.11 1.94
O -1.28 2.02 -0.05
Cl -1.46 -0.32 2.13
Pd 1.30 -1.29 -1.30
P -1.32 -1.14 -1.48
C -1.50 -0.79 -3.30
C -1.37 -3.00 -1.41
H -3.24 -1.07 0.09
H -3.82 -1.29 -1.60
H -3.29 0.32 -1.11
C -3.08 -0.76 -0.96
H -1.29 -3.24 -0.34
H -2.31 -3.40 -1.84
H -2.37 -1.30 -3.76
H -0.60 -1.16 -3.82
H -0.41 -3.37 -1.83
H -1.57 0.30 -3.46
C 1.28 0.64 -2.54
O 1.65 1.44 -3.27
Cl 2.68 -3.00 -0.98
C 3.62 2.58 2.02
N 3.39 1.21 2.32
C 2.57 0.42 1.54
N 2.53 -0.85 2.02
O 1.91 0.79 0.53
H 2.86 3.01 1.34
H 4.61 2.65 1.56
H 3.54 3.11 2.97
H 3.87 0.76 3.13
H 2.18 -1.49 1.28
H 3.13 -1.15 2.80

Values from the calculation:
Gap between HOMO and LUMO (spin up / spin down), Ha: 0.34842 / 0.15170
Spin multiplicity: 5
Strongest force on any atom, eV/Å: 8.7
Net charge: +3
Total energy, Ha: -2039.070803
Relative energy (zero: lowest compared OMol25 entry of this formula, charge and spin), kJ/mol: 341.1
E_HOMO (spin up / spin down), eV: -19.40 / -19.30

=====

Question: What is the total energy in the fifth record?
Answer: -2360.544762 Ha

=====

Question: Number 1 is which compound?
Answer: C8H17NO